1.
DFT (ωB97M-V with the def2-TZVPD basis set) results for a 11-piece molecular cluster, C21H64N2O11 overall.

Values from the calculation:
Structure (SMILES) = NC(N)=O.CC(C)O.CC(C)O.CC(C)O.CC(C)O.CC(C)O.CO.CO.CO.CO.CO
Energy relative to the best compared isomer or geometry (same formula, charge and spin) = 554.8 kJ/mol
Max |F| = 0.2376 Eh/bohr
2S+1 = 1

```
98
C21H64N2O11 ωB97M-V with the def2-TZVPD basis set
N -19.707 -9.626 -10.246
C -19.828 -10.907 -10.508
N -19.166 -11.294 -11.532
O -20.634 -11.710 -9.797
H -20.268 -9.309 -9.431
H -18.902 -9.140 -10.558
H -19.133 -12.316 -11.653
H -18.491 -10.726 -12.021
C -19.857 -15.419 -13.244
C -19.662 -14.261 -12.370
C -19.756 -14.653 -10.920
O -18.501 -13.819 -12.468
H -19.699 -15.094 -14.267
H -20.889 -15.725 -13.213
H -19.113 -16.191 -13.029
H -20.322 -13.486 -12.648
H -19.012 -15.379 -10.757
H -20.691 -15.167 -10.685
H -19.571 -13.872 -10.256
H -18.363 -13.517 -13.407
C -20.128 -15.360 -2.727
C -20.894 -14.145 -2.303
C -22.207 -13.934 -3.078
O -21.078 -14.182 -1.096
H -20.659 -16.265 -2.573
H -19.197 -15.380 -2.227
H -19.911 -15.309 -3.799
H -20.299 -13.290 -2.420
H -23.046 -14.533 -2.753
H -22.085 -14.018 -4.111
H -22.582 -12.941 -2.874
H -21.401 -15.093 -0.986
C -18.830 -11.845 -4.075
C -19.577 -10.609 -3.647
C -21.097 -10.827 -3.328
O -19.102 -9.815 -2.813
H -18.407 -12.377 -3.274
H -18.099 -11.578 -4.792
H -19.446 -12.550 -4.570
H -19.581 -10.002 -4.563
H -21.334 -11.208 -2.336
H -21.335 -11.547 -4.046
H -21.650 -9.961 -3.489
H -18.871 -10.272 -1.964
C -23.053 -9.440 -8.770
C -22.069 -9.257 -7.647
C -21.787 -10.586 -6.900
O -20.973 -8.795 -8.024
H -24.090 -9.647 -8.451
H -22.699 -10.159 -9.442
H -23.227 -8.529 -9.329
H -22.582 -8.573 -6.938
H -21.573 -11.379 -7.558
H -22.714 -10.865 -6.389
H -20.944 -10.438 -6.226
H -20.906 -7.840 -8.027
C -22.152 -17.802 -6.453
C -21.779 -17.632 -4.976
C -22.965 -17.094 -4.112
O -21.273 -18.682 -4.478
H -22.156 -16.868 -7.026
H -23.065 -18.431 -6.456
H -21.326 -18.344 -6.929
H -20.950 -16.860 -4.885
H -22.655 -16.803 -3.114
H -23.765 -17.825 -4.024
H -23.461 -16.260 -4.548
H -20.320 -18.603 -4.547
C -22.310 -14.160 -6.782
O -21.616 -14.113 -7.987
H -21.810 -14.854 -6.074
H -23.326 -14.589 -6.903
H -22.313 -13.187 -6.300
H -22.260 -13.886 -8.675
C -19.440 -16.696 -8.023
O -19.240 -16.250 -6.731
H -18.715 -16.345 -8.662
H -20.414 -16.419 -8.445
H -19.303 -17.728 -8.106
H -19.300 -15.289 -6.829
C -23.393 -12.315 -11.215
O -22.881 -13.102 -10.192
H -23.321 -12.835 -12.223
H -22.639 -11.529 -11.242
H -24.394 -11.899 -11.021
H -22.000 -12.758 -10.021
C -18.583 -12.579 -7.513
O -19.249 -13.618 -6.797
H -19.209 -11.691 -7.573
H -18.414 -12.884 -8.541
H -17.691 -12.338 -6.938
H -20.150 -13.622 -7.119
C -25.120 -12.435 -5.831
O -24.162 -12.094 -4.868
H -24.670 -12.250 -6.801
H -25.966 -11.809 -5.764
H -25.436 -13.485 -5.884
H -24.535 -12.278 -3.999
```

2.
DFT (ωB97M-V with the def2-TZVPD basis set) results for C21H64N8O11 as an isolated structure.

Values from the calculation:
Energy relative to the best compared isomer or geometry (same formula, charge and spin) = 2339.8 kJ/mol
Max |F| = 0.3674 Eh/bohr
2S+1 = 1

```
104
C21H64N8O11 ωB97M-V with the def2-TZVPD basis set
C 2.500 3.942 -0.051
O 3.265 2.843 0.221
H 1.476 3.695 -0.200
H 2.778 4.376 -0.973
H 2.473 4.677 0.725
H 4.162 3.205 0.323
C -0.057 3.172 -3.848
O 0.802 3.295 -2.758
H 0.483 2.784 -4.707
H -0.482 4.128 -4.010
H -0.829 2.420 -3.564
H 1.520 3.943 -2.929
C -0.830 1.036 3.058
O -0.954 2.067 3.971
N -1.063 -0.216 3.340
N 0.226 0.732 2.331
H -1.261 -0.228 4.420
H -2.094 -0.367 3.289
H 0.983 1.462 2.549
H -0.065 1.075 1.229
C 2.624 0.363 -2.831
O 1.770 -0.178 -3.789
N 2.214 1.245 -1.934
N 3.826 -0.061 -2.605
H 1.496 1.878 -2.268
H 2.836 1.806 -1.274
H 4.221 -0.649 -3.313
H 4.525 0.571 -2.187
C 0.893 -2.589 0.601
O 0.808 -3.936 0.704
N -0.025 -1.777 1.086
N 1.590 -1.967 1.480
H -0.931 -2.311 0.974
H -0.138 -1.081 0.255
H 2.297 -2.712 1.751
H 2.423 -1.534 0.957
C -0.807 0.741 -0.815
O -2.155 0.636 -1.073
N -0.247 1.501 0.080
N 0.053 -0.134 -1.149
H -0.818 2.291 0.263
H 0.748 1.755 -0.203
H -0.305 -0.746 -1.847
H 0.971 0.303 -1.482
C -4.842 1.649 3.155
C -4.624 0.155 2.997
C -4.208 -0.132 1.551
O -3.707 -0.265 3.753
H -3.847 2.038 2.845
H -5.008 1.843 4.244
H -5.723 2.005 2.564
H -5.568 -0.400 3.120
H -4.089 -1.195 1.401
H -3.156 0.267 1.294
H -4.922 0.395 0.883
H -4.100 -0.198 4.605
C -1.416 4.478 -0.614
C -2.181 4.108 0.624
C -3.603 3.616 0.325
O -1.625 3.371 1.426
H -1.889 5.387 -0.975
H -1.450 3.692 -1.384
H -0.475 4.849 -0.348
H -2.258 5.011 1.246
H -3.570 2.631 -0.113
H -4.061 4.390 -0.372
H -4.283 3.542 1.163
H -1.330 3.829 2.162
C 0.770 -4.275 -4.050
C 0.907 -3.470 -2.731
C 2.367 -3.363 -2.336
O 0.432 -2.297 -2.835
H 1.496 -3.854 -4.789
H -0.355 -4.144 -4.351
H 0.929 -5.313 -3.920
H 0.514 -4.046 -1.884
H 2.894 -4.272 -2.069
H 2.507 -2.539 -1.558
H 2.870 -2.853 -3.184
H 0.922 -1.840 -3.482
C -2.176 -3.168 -0.661
C -2.738 -3.656 0.635
C -2.789 -5.203 0.731
O -2.066 -3.363 1.658
H -2.739 -3.666 -1.463
H -1.144 -3.494 -0.889
H -2.293 -2.120 -0.817
H -3.726 -3.240 0.766
H -3.374 -5.646 -0.048
H -3.184 -5.538 1.708
H -1.851 -5.776 0.625
H -2.631 -3.579 2.424
C 3.944 -0.405 2.320
C 4.320 -0.251 0.882
C 5.723 -0.714 0.487
O 3.548 -0.857 0.136
H 3.247 0.338 2.765
H 4.913 -0.279 2.788
H 3.678 -1.394 2.692
H 4.265 0.792 0.678
H 6.461 -0.118 1.057
H 5.880 -0.584 -0.580
H 5.830 -1.755 0.740
H 3.684 -0.580 -0.796
```

no.,DFT total energy (Ha)
1,-1775.364246
2,-2103.438438